# C7H13FNO2

A molecular structure, C7H13FNO2 in a non-equilibrium geometry (ωB97M-V with the def2-TZVPD basis set, the OMol25 dataset).

* LUMO level (alpha / beta): -6.29 / -6.29 eV
* energy relative to the best compared isomer or geometry (same formula, charge and spin): 0.923 eV
* gap between HOMO and LUMO (alpha / beta): 7.3 / 7.3 eV
* electronic energy: -15759.1391 eV
* F_max: 5.6 eV/Å

Geometry as ORCA input:
```
! wB97M-V def2-TZVPD RIJCOSX def2/J DEFGRID3
* xyz 1 1
C -0.5980 1.3605 0.9717
C 2.4891 0.3872 -0.7474
C -1.6647 0.0053 -1.1418
C -1.8518 -0.9375 0.5809
C -1.1106 0.2117 0.1187
C 1.5975 -0.5408 -0.8796
C 1.2936 -1.8024 -0.0483
N -0.3330 2.6073 0.4551
O -2.3374 -1.1583 -0.7317
O 0.7887 -1.6513 1.2352
F 0.9001 -0.6682 -2.1313
H -1.3336 1.4285 1.8003
H 0.2558 0.7631 1.5245
H 3.0907 0.5208 0.1950
H 2.6113 1.0783 -1.4766
H -2.3644 0.6755 -1.6307
H -1.0116 -0.1901 -2.0491
H -1.2251 -1.8435 0.9725
H -2.8018 -0.7637 1.1529
H 2.2395 -2.4838 -0.0739
H 0.6955 -2.4250 -0.6051
H -0.5307 3.0731 -0.3719
H -0.1271 3.3576 1.2183
H 1.3279 -1.0044 1.6623
*
```

Löwdin atomic charge list, values in e, 5 entries:
1. C -0.225
2. C 0.119
3. C -0.111
4. C -0.086
5. C -0.016